Record 1
An isolated ion of composition C4H9N2 and charge +1 at a distorted geometry, computed with the ωB97M-V functional and the def2-TZVPD basis.

Electronic energy ... -267.05196 a.u.
Net charge ... +1
Relative energy (zero: lowest compared OMol25 entry of this formula, charge and spin) ... 124.2 kJ/mol
Structure (SMILES) ... C=CCC(N)=[NH2+]
Spin multiplicity ... 1

```
15
C4H9N2 (the ωB97M-V functional and the def2-TZVPD basis)
C -0.28 -0.85 -2.45
C -0.36 -0.81 -1.06
C 0.25 0.45 -0.48
C 0.12 0.42 0.98
N 1.08 -0.25 1.73
N -0.81 1.13 1.58
H -0.81 -1.66 -2.86
H 0.25 -0.06 -2.91
H -0.88 -1.57 -0.54
H 1.29 0.49 -0.87
H -0.31 1.37 -0.73
H 1.15 -0.25 2.68
H 1.83 -0.79 1.28
H -1.60 1.42 1.09
H -0.93 0.96 2.55
```


Record 2
C22H28F6HfN3O7PS5 as an isolated structure at a distorted geometry, computed with the ωB97M-V functional and the def2-TZVPD basis.

Electronic energy ... -4525.31858 a.u.
Net charge ... +2
Relative energy (zero: lowest compared OMol25 entry of this formula, charge and spin) ... 60.7 kJ/mol
Spin multiplicity ... 1

```
73
C22H28F6HfN3O7PS5 (the ωB97M-V functional and the def2-TZVPD basis)
Hf 0.48 -0.60 0.78
F 0.24 -2.82 5.42
C 1.17 -2.91 4.50
F 1.70 -4.10 4.44
F 2.11 -1.99 4.69
S 0.42 -2.54 2.84
O -0.07 -1.12 2.83
O 1.48 -2.57 1.83
N -0.73 -3.58 2.71
S -1.68 -3.25 1.46
O -2.28 -4.40 0.89
O -0.93 -2.34 0.55
C -3.07 -2.18 2.14
F -2.84 -0.92 1.82
F -4.18 -2.60 1.58
F -3.12 -2.31 3.45
C 1.75 4.29 -0.09
C 0.33 4.79 -0.12
C -0.22 5.03 -1.50
O -0.60 3.83 0.55
P -0.58 2.31 0.80
S 0.71 1.69 2.16
S -0.19 1.20 -0.87
O -2.03 1.92 1.25
C -3.23 2.79 1.28
C -3.89 2.71 -0.08
C -4.09 2.32 2.42
H 2.39 5.07 -0.50
H 1.88 3.40 -0.71
H 2.09 4.09 0.92
H 0.23 5.67 0.51
H -0.13 4.14 -2.12
H 0.35 5.84 -1.97
H -1.27 5.34 -1.46
H -2.87 3.81 1.46
H -4.24 1.69 -0.26
H -3.21 3.00 -0.88
H -4.75 3.38 -0.11
H -4.56 1.37 2.19
H -4.87 3.05 2.61
H -3.50 2.21 3.33
C 1.22 -3.77 -2.39
S 0.69 -2.08 -2.42
O 1.01 -1.63 -0.96
C -1.05 -2.20 -2.61
C -1.65 -1.09 -3.20
C -3.02 -1.08 -3.37
C -3.78 -2.17 -2.98
C -3.17 -3.29 -2.41
C -1.80 -3.31 -2.22
H 0.90 -4.23 -1.46
H 2.31 -3.76 -2.45
H 0.79 -4.26 -3.26
H -1.05 -0.25 -3.53
H -3.50 -0.22 -3.83
H -4.85 -2.17 -3.13
H -3.76 -4.15 -2.12
H -1.34 -4.19 -1.78
N 4.75 -0.34 1.52
C 3.46 -0.36 1.82
N 2.69 -0.24 0.75
C 3.58 -0.11 -0.34
C 3.35 0.13 -1.70
C 4.46 0.24 -2.52
C 5.77 0.13 -2.01
C 6.00 -0.07 -0.67
C 4.88 -0.18 0.14
H 5.51 -0.40 2.19
H 3.10 -0.45 2.83
H 2.36 0.26 -2.10
H 4.32 0.44 -3.57
H 6.61 0.23 -2.69
H 7.00 -0.13 -0.27
```


Record 3
C28H19ClF6N5O7Re as an isolated structure at a distorted geometry, computed with the ωB97M-V functional and the def2-TZVPD basis.

Expectation value of S² ... 0.756
Electronic energy ... -3016.41199 a.u.
Net charge ... +1
Relative energy (zero: lowest compared OMol25 entry of this formula, charge and spin) ... 97.5 kJ/mol
Spin multiplicity ... 2

```
67
C28H19ClF6N5O7Re (the ωB97M-V functional and the def2-TZVPD basis)
Re 0.09 0.07 0.32
O -3.21 4.49 0.86
C -2.60 4.31 2.04
C -2.91 5.22 3.05
C -2.30 5.12 4.29
C -1.37 4.10 4.55
C -1.09 3.18 3.57
C -1.70 3.27 2.31
C -1.40 2.24 1.33
O -0.88 1.11 1.74
N -1.67 2.41 0.05
N -1.32 1.26 -0.60
C -2.03 0.79 -1.57
C -1.83 -0.60 -1.83
C -2.50 -1.35 -2.79
C -2.29 -2.70 -2.85
C -1.39 -3.30 -1.97
C -0.74 -2.52 -1.04
N -0.98 -1.19 -0.95
H -2.85 3.87 0.21
H -3.62 6.00 2.84
H -2.54 5.84 5.05
H -0.88 4.05 5.51
H -0.38 2.39 3.75
H -2.83 1.38 -2.01
H -3.19 -0.84 -3.46
H -2.82 -3.30 -3.59
H -1.20 -4.36 -1.99
H -0.03 -2.93 -0.34
O 5.87 0.32 0.23
C 5.46 -0.19 -0.91
O 6.21 -0.61 -1.75
C 3.97 -0.26 -1.15
C 3.38 -0.76 -2.31
Cl 4.09 -1.34 -3.71
N 2.04 -0.66 -2.20
N 1.73 -0.11 -1.00
C 2.89 0.16 -0.38
C 2.76 0.93 0.90
O 3.73 1.24 1.55
O 1.52 1.25 1.18
C 1.08 -0.72 -3.27
C 0.84 -1.92 -3.92
C -0.03 -1.92 -5.01
C -0.64 -0.74 -5.41
C -0.40 0.45 -4.74
C 0.47 0.46 -3.66
H 5.14 0.68 0.79
H 1.33 -2.83 -3.60
H -0.22 -2.84 -5.53
H -1.30 -0.74 -6.27
H -0.86 1.37 -5.06
H 0.70 1.39 -3.14
C 0.44 -0.97 3.79
C 0.30 -1.97 2.65
O 0.69 -1.43 1.41
C -1.16 -2.47 2.57
F -1.94 -1.51 2.04
F -1.30 -3.55 1.79
F -1.66 -2.77 3.76
C 1.25 -3.17 2.87
F 1.36 -3.93 1.78
F 0.83 -3.94 3.87
F 2.48 -2.73 3.17
H -0.34 -0.22 3.73
H 1.41 -0.49 3.72
H 0.36 -1.49 4.75
```


Record 4
A 14-piece molecular cluster, C6H39NO13 overall at a distorted geometry, computed with the ωB97M-V functional and the def2-TZVPD basis.

Electronic energy ... -1284.82904 a.u.
Relative energy (zero: lowest compared OMol25 entry of this formula, charge and spin) ... 372.9 kJ/mol
Spin multiplicity ... 1

```
59
C6H39NO13 (the ωB97M-V functional and the def2-TZVPD basis)
C 1.27 -1.73 -1.10
C 0.58 -0.75 -0.04
C -0.88 -0.50 -0.34
C -1.17 0.01 -1.54
N -0.30 0.57 -2.53
C -1.88 -1.08 0.65
C -3.30 -1.16 0.04
H 0.52 -1.94 -1.86
H 2.26 -1.35 -1.32
H 1.49 -2.68 -0.60
H 0.73 -1.43 0.80
H 1.19 0.12 0.20
H -2.20 0.28 -1.73
H 0.66 0.55 -2.17
H -0.28 -0.08 -3.30
H -1.64 -1.97 1.22
H -1.98 -0.33 1.45
H -3.53 -0.23 -0.48
H -3.97 -1.13 0.89
H -3.38 -1.96 -0.68
H 2.83 -2.43 1.69
H 2.24 -1.32 2.52
O 2.16 -2.28 2.39
H -0.72 -2.94 -4.03
H -1.53 -3.03 -2.69
O -1.33 -2.43 -3.45
H 0.29 2.77 2.74
H -0.75 3.04 3.77
O -0.14 2.36 3.52
H -0.82 1.47 0.83
H -1.93 1.50 1.69
O -1.39 2.17 1.24
H 0.82 -4.01 2.59
H -0.25 -3.11 2.93
O -0.13 -3.97 2.55
H 1.42 2.81 -1.40
H 0.85 3.73 -2.46
O 1.61 3.16 -2.28
H -1.94 4.08 -0.37
H -1.51 3.95 -1.79
O -1.23 4.35 -0.94
H 3.51 2.08 -0.50
H 3.72 1.02 -1.51
O 3.17 1.21 -0.75
H -1.25 2.12 -2.91
H -2.58 2.54 -3.33
O -1.71 2.93 -3.25
H 1.75 4.46 1.48
H 0.60 3.77 0.85
O 1.27 3.65 1.54
H -0.75 -4.80 -0.73
H -0.49 -3.23 -0.45
O -0.75 -3.91 -1.10
H 4.84 -1.40 0.13
H 4.70 -1.29 1.59
O 4.58 -1.91 0.89
H -1.12 -0.83 4.15
H -0.79 0.63 3.70
O -1.43 -0.11 3.57
```


Record 5
C4H40BO28 as an isolated structure at a distorted geometry, computed with the ωB97M-V functional and the def2-TZVPD basis.

Electronic energy ... -2307.85747 a.u.
Net charge ... -1
Relative energy (zero: lowest compared OMol25 entry of this formula, charge and spin) ... 1263.1 kJ/mol
Spin multiplicity ... 1

```
73
C4H40BO28 (the ωB97M-V functional and the def2-TZVPD basis)
O 27.50 51.52 2.87
C 28.13 51.10 1.88
O 27.90 50.03 1.44
B 29.03 49.57 0.79
O 29.96 50.74 0.81
C 29.47 51.52 1.58
O 29.86 52.66 1.81
O 28.84 49.27 -0.67
C 29.24 48.06 -0.80
O 29.08 47.46 -1.79
C 29.77 47.52 0.52
O 29.66 48.34 1.34
O 30.47 46.54 0.53
O 33.24 45.81 0.19
H 32.75 46.61 0.37
H 33.42 45.52 1.03
O 25.13 49.32 -0.28
H 25.92 49.03 0.02
H 24.81 49.08 -1.26
O 27.08 52.96 4.82
H 28.04 53.11 4.99
H 27.11 52.23 4.00
O 28.49 45.51 3.20
H 28.74 46.34 3.29
H 28.21 45.10 4.03
O 27.73 52.42 -0.54
H 27.89 53.13 -1.25
H 26.73 52.61 -0.37
O 30.64 43.67 -0.09
H 30.88 43.17 -0.83
H 31.34 44.23 0.19
O 27.96 49.76 -2.36
H 27.67 49.24 -1.75
H 27.41 50.54 -1.87
O 27.83 44.56 0.70
H 28.69 44.77 0.24
H 28.08 44.71 1.62
O 27.85 47.90 -4.72
H 28.31 47.82 -3.91
H 28.54 47.99 -5.40
O 31.85 52.54 0.40
H 32.02 52.10 1.18
H 31.28 52.00 -0.17
O 32.77 49.00 -0.56
H 33.15 48.97 -1.39
H 32.03 49.45 -0.73
O 26.27 46.80 0.00
H 25.79 46.03 -0.12
H 27.18 46.36 0.02
O 31.26 46.76 3.80
H 31.00 45.92 3.35
H 30.56 47.22 3.74
O 25.28 49.93 3.53
H 25.94 50.46 3.27
H 24.44 50.63 3.73
O 31.29 47.96 -3.75
H 32.32 47.64 -4.00
H 30.98 47.08 -3.53
O 29.90 53.62 5.47
H 29.49 52.72 5.39
H 30.09 53.91 4.50
O 30.80 50.38 -2.81
H 30.82 49.45 -3.07
H 29.76 50.26 -2.64
O 31.14 53.84 3.30
H 30.76 53.15 2.62
H 31.92 53.67 3.79
O 29.67 45.65 -3.41
H 29.42 45.82 -2.45
H 30.26 44.86 -3.33
O 29.51 53.72 0.19
H 30.14 53.22 0.67
H 28.80 53.11 0.14
```


Record 6
C34H34CrN9SSbSe4 as an isolated structure at a distorted geometry, computed with the ωB97M-V functional and the def2-TZVPD basis.

Expectation value of S² ... 0.862
Electronic energy ... -13097.45989 a.u.
Net charge ... -1
Relative energy (zero: lowest compared OMol25 entry of this formula, charge and spin) ... 73.7 kJ/mol
Spin multiplicity ... 2

```
84
C34H34CrN9SSbSe4 (the ωB97M-V functional and the def2-TZVPD basis)
Cr 0.69 1.31 0.93
Se 3.18 -1.48 3.66
Sb 2.35 0.57 2.65
Se -0.21 0.95 3.00
Se 2.85 0.94 0.13
Se 3.46 2.33 3.92
S 0.65 5.59 -0.23
C 2.17 5.31 0.52
C 2.24 4.09 1.09
C 1.05 3.31 0.93
C 0.11 4.03 0.26
C -1.29 3.62 0.19
C -2.33 4.48 -0.18
C -3.64 4.09 0.06
C -3.87 2.87 0.68
C -2.77 2.07 0.97
N -1.52 2.40 0.68
H 2.93 6.08 0.49
H 3.11 3.74 1.64
H -2.10 5.45 -0.59
H -4.46 4.75 -0.18
H -4.87 2.55 0.95
H -2.91 1.14 1.51
C 0.04 -0.30 -3.37
C -0.03 -0.11 -2.00
N 0.29 1.03 -1.39
C 0.81 1.98 -2.16
C 0.95 1.90 -3.54
C 0.51 0.74 -4.16
C 1.44 3.07 -4.30
C 2.61 3.68 -4.17
C 3.79 3.21 -3.41
C 4.82 4.08 -3.11
C 5.96 3.54 -2.53
N 6.08 2.24 -2.29
C 5.01 1.49 -2.57
N 3.87 1.91 -3.11
H -0.27 -1.24 -3.80
H -0.35 -0.92 -1.35
H 1.10 2.90 -1.66
H 0.56 0.64 -5.24
H 0.74 3.47 -5.03
H 2.77 4.60 -4.73
H 4.74 5.14 -3.32
H 6.80 4.17 -2.27
H 5.08 0.44 -2.34
C 1.57 -4.12 -0.99
C 2.22 -3.70 0.32
C 3.72 -3.99 0.30
C 1.58 -4.42 1.50
N 2.12 -2.25 0.54
N 0.85 -1.71 0.83
H 1.61 -5.21 -1.13
H 2.08 -3.65 -1.84
H 0.51 -3.83 -1.03
H 3.91 -5.06 0.18
H 4.16 -3.64 1.24
H 4.20 -3.45 -0.52
H 1.83 -5.49 1.46
H 0.49 -4.35 1.49
H 1.98 -4.01 2.43
H 2.52 -1.73 -0.23
H 0.65 -1.94 1.81
H 0.12 -2.11 0.24
N -7.30 -5.45 5.49
C -6.64 -4.87 4.76
C -5.81 -4.12 3.83
C -4.73 -3.38 4.29
C -3.97 -2.63 3.41
C -4.30 -2.61 2.06
C -5.36 -3.37 1.59
C -6.12 -4.12 2.48
N -3.54 -1.83 1.16
C -3.93 -1.36 -0.09
C -2.88 -0.65 -0.56
N -1.84 -0.67 0.35
C -2.26 -1.37 1.35
H -4.48 -3.39 5.34
H -3.15 -2.03 3.79
H -5.60 -3.38 0.54
H -6.96 -4.70 2.12
H -4.91 -1.54 -0.51
H -2.81 -0.11 -1.49
H -1.69 -1.57 2.24
```


Record 7
A 2-piece molecular cluster, C2H11N4 overall at a distorted geometry, computed with the ωB97M-V functional and the def2-TZVPD basis.

Electronic energy ... -301.48010 a.u.
Net charge ... +1
Relative energy (zero: lowest compared OMol25 entry of this formula, charge and spin) ... 397.9 kJ/mol
Spin multiplicity ... 1

```
17
C2H11N4 (the ωB97M-V functional and the def2-TZVPD basis)
C 1.39 0.90 0.15
C 0.32 0.59 -0.81
N 1.53 -0.21 1.17
N -0.56 1.46 -1.27
N -0.83 -0.83 0.44
N -2.07 -1.27 -0.23
H 1.17 1.78 0.92
H 2.45 1.25 -0.29
H 0.29 -0.28 -1.50
H 2.32 0.12 1.75
H 1.77 -1.11 0.60
H -1.28 1.30 -1.93
H -0.68 2.28 -0.80
H -0.78 -0.93 1.47
H -2.84 -1.15 0.38
H -2.06 -2.34 -0.29
H -0.15 -1.57 0.25
```


Record 8
One molecule with the formula C5H4S at a distorted geometry, computed with the ωB97M-V functional and the def2-TZVPD basis.

Electronic energy ... -590.88053 a.u.
Relative energy (zero: lowest compared OMol25 entry of this formula, charge and spin) ... 448.8 kJ/mol
Structure (SMILES) ... C1#S2=C1[C@H]1C[C@H]12
Spin multiplicity ... 1

```
10
C5H4S (the ωB97M-V functional and the def2-TZVPD basis)
C -3.20 0.98 0.18
S -2.55 -0.76 0.01
C -1.87 1.24 0.04
C -0.52 0.85 -0.28
C 0.16 -0.14 0.64
C -0.74 -0.61 -0.58
H 0.12 1.56 -0.77
H 1.29 -0.18 0.60
H -0.22 -0.16 1.62
H -0.38 -1.37 -1.23
```